1.
Entry from the Open Molecules 2025 dataset: one molecule with the formula C4H8O2 (ωB97M-V/def2-TZVPD).

CARTESIAN COORDINATES (ANGSTROEM)
C  1.7093  0.6236  -0.1928
C  0.7127  -0.3803  0.3505
O  0.2342  0.0818  1.6410
C  -0.7307  -0.4225  -0.0123
C  -1.2755  0.7963  -0.6273
O  -2.6728  0.9081  -0.4895
H  1.3178  1.6432  -0.1569
H  1.9503  0.3758  -1.2321
H  2.6368  0.5940  0.3884
H  1.1813  -1.3678  0.4364
H  -0.2621  -0.6478  2.0449
H  -0.9888  0.6588  -1.6961
H  -0.8284  1.7462  -0.3056
H  -2.9599  0.0290  -0.2031

Cartesian forces, eV/Å:
-0.1 0.1 -0.1
0.1 -0.1 -0.1
-0.1 -0.1 0.2
0.1 0.2 -0.2
0.3 0.0 0.1
-0.1 -0.2 0.0
0.1 -0.1 0.0
0.0 0.0 0.1
-0.2 0.0 -0.1
-0.1 0.1 0.0
0.1 0.1 0.0
0.0 0.0 0.1
0.0 -0.1 0.0
-0.1 0.1 0.0

highest occupied orbital energy: -8.8 eV
orbital gap: 9.20 eV
energy relative to the best compared isomer or geometry (same formula, charge and spin): 105.99 kcal/mol
2S+1: 1

2.
Entry from the Open Molecules 2025 dataset: C4H8O2 as an isolated structure (ωB97M-V/def2-TZVPD).

CARTESIAN COORDINATES (ANGSTROEM)
C  -1.2385  -1.1941  -0.0811
C  -1.6922  0.0905  -0.3052
O  -0.2745  1.5087  -0.3067
C  0.8343  1.3312  0.2831
C  1.5335  -0.4391  0.0286
O  0.7095  -1.3442  0.3609
H  -1.4131  -1.6665  0.8779
H  -1.0694  -1.8604  -0.9181
H  -1.9104  0.4139  -1.3157
H  -2.1923  0.6308  0.4890
H  0.8509  1.3624  1.3865
H  1.7168  1.7476  -0.2195
H  2.3279  -0.2246  0.7552
H  1.8176  -0.3560  -1.0348

Cartesian forces, eV/Å:
-0.1 0.0 0.0
-0.1 -0.1 0.0
0.3 -0.1 0.2
-0.1 0.4 0.0
0.1 -0.3 0.0
0.2 0.2 -0.1
0.0 0.1 -0.1
0.0 0.1 0.1
0.1 -0.1 0.1
0.1 -0.1 -0.1
0.0 0.0 -0.1
-0.1 -0.1 0.0
-0.2 0.0 0.0
-0.1 0.0 0.1

highest occupied orbital energy (alpha / beta): -8.4 / -8.4 eV
orbital gap (alpha / beta): 7.51 / 7.51 eV
energy relative to the best compared isomer or geometry (same formula, charge and spin): 136.73 kcal/mol
2S+1: 1

3.
Entry from the Open Molecules 2025 dataset: a 2-piece molecular cluster, C4H8O2 overall (ωB97M-V/def2-TZVPD).

CARTESIAN COORDINATES (ANGSTROEM)
C  -0.3254  2.0804  -0.8939
O  0.9393  1.8029  -0.8284
C  1.6155  1.2756  0.1490
C  -0.7330  -0.8634  0.3120
O  -1.1457  -0.2047  1.2403
C  -0.5619  -2.3521  0.3602
H  -0.6438  2.5269  -1.8243
H  -0.4693  -0.3694  -0.6498
H  -0.9530  1.9144  -0.0236
H  2.6786  1.2049  -0.0247
H  1.1315  1.1394  1.1082
H  -0.8735  -2.7283  1.3360
H  0.4884  -2.6006  0.1743
H  -1.1476  -2.8258  -0.4353

Cartesian forces, eV/Å:
-0.8 0.2 0.1
0.5 0.2 -0.7
0.3 -0.2 0.6
-0.2 0.2 0.3
0.2 -0.3 -0.4
0.0 0.0 0.1
0.0 -0.1 0.2
0.0 0.0 0.1
0.1 0.0 -0.1
-0.2 0.0 0.0
0.1 0.0 -0.1
0.1 0.0 -0.1
-0.1 0.0 0.0
0.1 0.1 0.1

highest occupied orbital energy (alpha / beta): -7.4 / -7.5 eV
orbital gap (alpha / beta): 8.18 / 8.33 eV
energy relative to the best compared isomer or geometry (same formula, charge and spin): 109.62 kcal/mol
2S+1: 1

4.
Entry from the Open Molecules 2025 dataset: a 2-piece molecular cluster, C4H8O2 overall (ωB97M-V/def2-TZVPD).

CARTESIAN COORDINATES (ANGSTROEM)
O  -0.1063  2.0143  0.5802
C  0.3652  0.7926  0.8215
C  1.4157  0.0458  0.8315
C  0.1946  -0.4533  1.6008
H  -1.0093  2.0543  0.9140
H  2.4872  0.0323  0.7902
H  0.2074  -0.3585  2.6913
H  -0.3758  -1.3064  1.2200
C  -0.8401  -0.3440  -1.6717
O  0.1525  -1.2719  -1.2543
H  -1.4999  0.1726  -0.9306
H  -1.5128  -0.9823  -2.2321
H  -0.4755  0.4561  -2.3310
H  0.9972  -0.8516  -1.0297

Cartesian forces, eV/Å:
-0.3 0.0 0.0
0.5 0.0 0.4
0.2 0.6 0.3
-0.2 -0.1 0.2
-0.1 0.1 -0.1
0.1 -0.2 -0.1
-0.1 -0.1 -0.1
0.1 0.3 0.0
-0.3 -0.1 -0.5
-0.1 0.1 -0.2
0.9 -0.6 0.3
-0.3 0.2 -0.3
0.2 -0.3 0.1
-0.7 0.2 0.0

highest occupied orbital energy: -8.9 eV
orbital gap: 9.51 eV
energy relative to the best compared isomer or geometry (same formula, charge and spin): 100.05 kcal/mol
SMILES string: OC1=CC1.CO
2S+1: 1

5.
Entry from the Open Molecules 2025 dataset: one molecule with the formula C4H8O2 (ωB97M-V/def2-TZVPD).

CARTESIAN COORDINATES (ANGSTROEM)
O  0.0896  0.8954  1.9647
C  -0.8630  0.1705  1.2086
C  -0.6883  0.5754  -0.2369
C  0.6865  0.2826  -0.7319
C  1.3661  -1.4238  -1.8360
O  0.7912  -1.1827  -0.6700
H  0.1347  0.5075  2.8444
H  -1.8900  0.4050  1.5153
H  -0.7104  -0.9141  1.3124
H  -0.8507  1.6459  -0.3576
H  -1.4169  0.0451  -0.8686
H  0.7754  0.5933  -1.7877
H  1.5142  0.7031  -0.1689
H  0.9741  -2.3775  -2.1973

Cartesian forces, eV/Å:
0.0 0.0 0.3
-0.4 -0.1 -0.1
-0.3 0.2 0.2
0.0 0.5 0.2
0.1 -0.4 -0.1
0.4 0.5 -2.3
0.0 0.1 0.0
0.1 0.0 0.2
0.0 0.2 0.0
-0.2 0.1 0.1
0.2 0.2 0.2
0.0 -0.1 0.7
-0.2 0.1 0.3
0.1 -1.1 0.5

highest occupied orbital energy: -8.2 eV
orbital gap: 8.86 eV
energy relative to the best compared isomer or geometry (same formula, charge and spin): 109.33 kcal/mol
2S+1: 1

6.
Entry from the Open Molecules 2025 dataset: a 2-piece molecular cluster, C4H8O2 overall (ωB97M-V/def2-TZVPD).

CARTESIAN COORDINATES (ANGSTROEM)
O  -0.9934  1.3367  -0.4684
C  -0.7148  0.6757  0.7457
C  -0.2795  -0.7329  0.7046
C  1.1104  -0.5441  0.1358
C  0.6382  0.3197  1.2437
H  -0.4288  2.1105  -0.5621
H  -1.4133  0.9596  1.5331
H  -0.7408  -1.5503  1.2451
H  1.8755  -1.2789  0.3837
H  1.2960  -0.0639  -0.8261
H  1.0465  0.3864  2.2388
O  -0.7443  -0.6912  -2.4251
H  0.1000  -1.0366  -2.1224
H  -0.9072  0.0555  -1.8257

Cartesian forces, eV/Å:
0.3 0.2 -0.1
0.0 -0.1 0.3
0.0 -0.1 0.1
0.2 0.0 0.0
0.2 0.3 0.3
0.0 0.1 0.1
0.0 -0.2 -0.2
0.3 0.0 -0.3
-0.3 0.0 0.1
-0.3 -0.2 0.0
-0.1 0.2 0.0
0.0 0.0 -0.2
-0.1 -0.1 -0.1
-0.1 -0.1 -0.1

highest occupied orbital energy: -10.0 eV
orbital gap: 10.80 eV
energy relative to the best compared isomer or geometry (same formula, charge and spin): 69.59 kcal/mol
SMILES string: O[C@H]1[C@H]2C[C@@H]12.O
2S+1: 1

7.
Entry from the Open Molecules 2025 dataset: one molecule with the formula C4H8O2 (ωB97M-V/def2-TZVPD).

CARTESIAN COORDINATES (ANGSTROEM)
C  -0.4854  -0.4999  -1.4874
C  -0.8879  -0.6675  -0.0270
C  -0.4433  0.5166  0.8469
C  1.0372  0.4603  1.1106
O  1.5541  -0.0601  2.0625
O  1.7545  1.0546  0.1450
H  0.5946  -0.3692  -1.5774
H  -0.9733  0.3765  -1.9213
H  -0.7774  -1.3784  -2.0614
H  -0.4595  -1.5904  0.3758
H  -1.9781  -0.7487  0.0420
H  -0.9532  0.4700  1.8107
H  -0.6856  1.4539  0.3431
H  2.7033  0.9823  0.3378

Cartesian forces, eV/Å:
0.0 -0.1 0.1
-0.1 0.1 -0.1
-0.1 -0.1 0.0
0.0 0.0 0.4
0.0 -0.1 0.1
0.2 0.4 -0.6
-0.1 0.0 -0.1
0.1 0.0 0.0
0.0 0.0 -0.1
-0.1 0.0 0.0
0.1 -0.1 0.0
0.1 0.1 -0.1
0.0 0.0 0.1
-0.2 -0.1 0.2

highest occupied orbital energy: -10.4 eV
orbital gap: 11.23 eV
energy relative to the best compared isomer or geometry (same formula, charge and spin): 0.00 kcal/mol
SMILES string: CCCC(=O)O
2S+1: 1

8.
Entry from the Open Molecules 2025 dataset: one molecule with the formula C4H8O2 (ωB97M-V/def2-TZVPD).

CARTESIAN COORDINATES (ANGSTROEM)
C  -0.5313  1.4312  1.2363
C  0.4653  0.9476  0.2135
O  1.3616  -0.0913  0.5899
C  0.4069  -0.3698  -0.4322
C  -0.6408  -1.4142  -0.1215
O  -0.2461  -2.7035  -0.5422
H  -0.8380  0.6127  1.8903
H  -1.4222  1.8339  0.7412
H  -0.1031  2.2218  1.8617
H  0.9541  1.7439  -0.3535
H  0.8344  -0.4656  -1.4338
H  -1.5578  -1.1941  -0.6770
H  -0.8756  -1.3944  0.9518
H  0.6020  -2.9109  -0.1291

Cartesian forces, eV/Å:
0.0 -0.1 0.1
-0.1 0.2 -0.1
0.3 -0.1 0.2
-0.3 -0.1 -0.2
-0.1 0.4 0.1
0.3 -0.2 0.1
0.0 0.1 -0.1
0.1 0.0 0.1
0.0 -0.1 -0.1
-0.1 -0.1 0.1
0.0 0.0 0.2
0.1 0.0 0.1
0.0 0.0 -0.2
-0.1 0.0 0.0

highest occupied orbital energy: -10.3 eV
orbital gap: 11.35 eV
energy relative to the best compared isomer or geometry (same formula, charge and spin): 45.25 kcal/mol
SMILES string: C[C@H]1O[C@H]1CO
2S+1: 1

9.
Entry from the Open Molecules 2025 dataset: one molecule with the formula C4H8O2 (ωB97M-V/def2-TZVPD).

CARTESIAN COORDINATES (ANGSTROEM)
O  2.0342  1.0136  0.4444
C  1.3058  -0.1243  0.0158
C  -0.1574  0.1684  0.3149
C  -1.0841  0.6385  -0.8199
O  -1.9689  -0.4757  -0.6292
C  -1.1911  -0.9561  0.4735
H  2.9662  0.8812  0.2375
H  1.6362  -1.0305  0.5476
H  1.4667  -0.3070  -1.0585
H  -0.1785  0.8242  1.1866
H  -1.5850  1.5982  -0.6448
H  -0.6453  0.6439  -1.8269
H  -1.7403  -0.8816  1.4224
H  -0.8585  -1.9928  0.3365

Cartesian forces, eV/Å:
0.3 0.1 -0.1
-0.3 -0.3 -0.1
0.0 0.1 0.2
0.2 0.4 -0.1
-0.1 0.0 -0.1
0.1 -0.3 0.3
-0.1 0.1 0.0
-0.1 0.2 0.0
-0.1 0.0 0.1
0.1 0.1 -0.1
0.0 -0.2 0.0
0.0 0.0 0.2
0.0 -0.1 -0.2
0.0 0.2 -0.1

highest occupied orbital energy: -9.6 eV
orbital gap: 10.52 eV
energy relative to the best compared isomer or geometry (same formula, charge and spin): 51.16 kcal/mol
SMILES string: OCC1COC1
2S+1: 1

10.
Entry from the Open Molecules 2025 dataset: a 2-piece molecular cluster, C4H8O2 overall (ωB97M-V/def2-TZVPD).

CARTESIAN COORDINATES (ANGSTROEM)
C  1.9331  -0.2692  -0.6474
O  1.1606  0.0962  0.5135
C  0.5030  1.2064  0.4469
C  -1.6998  -0.8948  -0.8326
C  -0.2613  1.4262  1.7033
O  -1.4069  1.0568  1.8753
H  2.9347  -0.5216  -0.2955
H  1.4582  -1.1466  -1.0914
H  1.9483  0.5700  -1.3453
H  -1.2158  -0.0519  -1.3371
H  -1.2743  -1.8379  -1.1844
H  -1.5557  -0.7974  0.2446
H  -2.7702  -0.8776  -1.0527
H  0.2571  2.0913  2.4320

Cartesian forces, eV/Å:
0.2 -0.1 -0.2
-0.3 0.4 0.1
0.2 -0.4 0.2
0.0 0.0 0.0
-0.6 -0.1 0.1
0.8 0.2 -0.1
-0.1 0.0 -0.1
0.1 0.1 0.1
0.0 -0.1 0.1
-0.1 -0.2 0.1
0.0 0.1 0.0
-0.1 0.0 -0.2
0.2 0.0 0.0
0.0 -0.1 -0.1

highest occupied orbital energy: -9.0 eV
orbital gap: 9.34 eV
energy relative to the best compared isomer or geometry (same formula, charge and spin): 97.39 kcal/mol
2S+1: 1

The calculation returns the following E_tot values, one per record and in order: -8368.686 -8367.353 -8368.528 -8368.943 -8368.541 -8370.264 -8373.282 -8371.319 -8371.063 -8369.059 eV.
The calculation returns the following F_max values, one per record and in order: 0.34 0.37 0.85 1.12 2.36 0.43 0.70 0.40 0.49 0.79 eV Å⁻¹.